Formula: C28H74F12MgN8O18S4
Source: the Open Molecules 2025 dataset
Level of theory: ωB97M-V/def2-TZVPD

XYZ file:
```
145
Properties=species:S:1:pos:R:3:forces:R:3:lowdin_charge:R:1
S -1.446 1.849 -1.130 0.95 1.79 -0.93 0.592
S -2.822 -1.183 3.919 2.38 -2.47 0.93 0.630
S -4.641 0.690 4.232 -1.26 -0.04 -0.89 0.715
S -1.516 -0.708 -0.241 -0.29 -0.70 0.61 0.724
Mg -3.020 1.129 1.586 0.11 0.61 0.83 0.457
F -4.274 1.665 6.720 -0.32 -0.06 -0.14 0.182
F -3.806 1.523 -2.174 -0.32 0.05 0.20 0.136
F -4.334 -3.400 4.138 0.13 0.10 0.13 0.164
F -2.824 -3.508 2.606 0.01 -0.08 -0.03 0.158
F 0.445 -0.701 1.643 -0.24 -0.07 1.06 0.186
F 0.911 0.432 -0.091 0.36 -0.11 -0.20 0.131
F -3.638 3.410 -1.104 -0.19 -0.04 0.62 0.157
F -2.418 1.131 5.788 0.11 0.13 -0.10 0.134
F -4.616 -2.311 2.302 -0.05 -0.14 -0.18 0.116
F -3.470 2.872 5.110 -0.05 0.13 0.04 0.146
F 0.863 -1.757 -0.154 0.56 -0.38 -0.45 0.171
F -2.668 3.165 -2.990 0.07 0.06 -0.14 0.140
O -5.350 1.753 3.558 0.68 0.08 -0.25 -0.304
O -2.175 -1.479 0.783 -0.24 0.97 0.22 -0.279
O -3.721 -0.814 -5.705 -0.27 0.29 0.80 -0.160
O 3.933 1.124 5.805 -0.74 0.29 -0.43 -0.175
O 1.067 2.840 1.474 0.21 0.45 -0.06 -0.052
O 0.992 5.860 -0.093 -0.07 -0.34 -0.22 -0.206
O -3.105 -1.283 5.332 -0.73 0.57 -0.80 -0.284
O -3.619 2.979 1.825 -0.20 1.33 -0.23 -0.026
O 1.488 -4.465 -3.368 0.30 -0.78 -0.16 -0.198
O -4.920 0.785 0.764 -0.50 0.03 -0.39 -0.026
O -0.794 2.995 -0.550 -0.60 -0.06 0.03 -0.262
O 2.266 1.092 -4.117 0.09 -0.23 0.17 -0.199
O -0.739 1.128 -2.148 -0.59 0.56 0.09 -0.248
O -1.406 -1.331 3.667 -0.85 0.40 -0.97 -0.288
O -5.503 -0.299 4.821 0.99 0.45 -0.19 -0.254
O 1.722 -4.363 3.959 0.77 -0.28 -0.38 -0.175
O -1.218 1.723 2.468 -0.04 0.06 -0.12 -0.106
O -1.582 -1.267 -1.559 0.22 0.76 0.54 -0.253
N -6.627 -2.181 -3.799 0.24 -1.21 0.18 0.032
N -2.058 0.913 -0.028 1.80 -3.26 -2.04 -0.328
N 3.992 -5.839 -3.762 0.39 0.09 0.64 0.037
N 0.412 1.103 4.618 0.08 -0.96 -0.96 0.049
N -3.475 0.062 3.099 -1.96 -0.69 4.99 -0.323
N 3.013 -1.005 -6.994 1.24 -0.57 -0.94 0.027
N 1.681 6.002 -3.736 0.33 -0.48 0.29 0.032
N 1.698 -3.383 7.577 0.40 0.86 -0.18 0.028
C 4.684 0.534 4.762 1.20 -0.49 1.12 -0.109
C -3.003 2.535 -1.863 0.63 -0.27 -1.21 -0.675
C 3.250 -4.921 6.515 0.48 0.30 -0.96 -0.056
C 2.548 0.798 5.731 0.99 -1.23 -0.62 -0.206
C -0.506 6.292 -2.625 0.64 1.94 -0.50 -0.046
C 1.235 0.591 -6.854 -0.53 0.40 0.50 -0.063
C -5.025 -1.023 -5.207 -0.50 -0.60 0.13 -0.206
C 3.577 -4.001 -5.367 0.06 -0.29 0.67 -0.049
C 2.776 -3.656 3.332 -0.30 0.43 0.18 -0.102
C 1.537 5.530 -1.374 0.46 -0.70 0.96 -0.204
C 1.819 3.060 4.974 1.00 -0.01 0.44 -0.047
C 1.354 -3.827 5.209 -0.24 -0.63 0.51 -0.211
C -4.227 -2.986 -3.717 0.12 -0.38 0.41 -0.057
C 2.718 -3.885 -3.009 -0.74 0.66 0.64 -0.230
C 2.605 1.077 -2.750 0.11 -0.29 -0.20 -0.115
C 0.330 -0.672 0.353 -1.35 0.49 -1.03 -0.671
C 0.369 -4.080 -2.607 -0.28 0.35 -0.66 -0.097
C 3.842 -4.382 -3.902 -0.86 -0.38 -0.35 -0.418
C 2.598 0.168 -6.284 -1.88 -0.86 0.21 -0.422
C 2.495 -0.160 -4.779 -0.17 1.74 0.22 -0.186
C -2.979 -0.049 -4.780 1.42 0.36 -0.60 -0.114
C 1.020 6.418 -2.487 0.06 -1.05 -1.07 -0.427
C 1.804 1.574 4.631 -0.75 0.62 1.80 -0.396
C -5.193 -1.834 -3.886 0.28 1.27 0.38 -0.438
C 1.508 7.054 0.416 0.52 0.57 0.74 -0.126
C -3.706 -2.722 3.194 0.14 0.74 -0.10 -0.656
C 2.423 -3.665 6.328 -1.09 -0.33 -0.05 -0.449
C -3.619 1.639 5.578 0.04 -0.37 -0.46 -0.647
H 4.724 -3.880 -3.497 0.32 -0.24 -0.29 0.136
H -3.210 -2.659 -3.489 0.05 0.22 -0.63 0.060
H 0.739 -2.925 5.093 0.29 0.30 -0.10 0.113
H -4.245 -3.645 -4.586 0.17 -0.06 0.04 0.089
H 2.607 7.109 0.426 0.00 -0.28 -0.49 0.093
H 1.264 6.431 -4.552 -0.07 0.19 0.11 0.069
H 3.870 -1.400 -6.629 0.12 0.21 -0.11 0.051
H 2.331 2.041 -2.325 0.25 0.09 -0.05 0.080
H 3.428 -0.622 -4.433 0.13 0.09 0.02 0.112
H 4.586 -0.556 4.824 -0.22 -0.04 -0.32 0.082
H 0.058 -3.078 -2.925 -0.02 0.13 0.36 0.079
H -1.971 0.108 -5.180 0.02 -0.55 -0.10 0.089
H 1.661 3.184 6.050 -0.59 -0.03 -0.07 0.085
H 1.139 7.939 -0.110 -0.09 -0.03 0.07 0.086
H -5.003 -1.136 -3.062 0.14 0.04 -0.04 0.117
H -5.339 -0.058 0.543 0.27 -0.02 0.09 0.106
H -2.865 -0.563 -3.827 -0.14 0.27 0.19 0.058
H 2.626 5.477 -1.240 0.11 0.67 -0.50 0.128
H 3.665 -3.632 3.967 0.02 0.26 0.08 0.075
H -0.748 1.518 3.330 0.00 0.15 -0.21 0.038
H -4.435 -3.564 -2.809 -0.50 -0.09 -0.19 0.081
H -3.286 0.999 -4.682 -0.84 -0.24 0.24 0.084
H 2.413 -2.651 3.100 0.30 0.29 0.10 0.079
H 3.268 1.009 -6.459 0.36 -0.22 0.27 0.142
H 0.673 -4.575 5.625 -0.13 -0.04 -0.12 0.124
H 2.615 -5.786 6.710 -0.02 0.12 0.52 0.087
H 2.840 3.446 4.894 -0.09 0.07 -0.46 0.081
H 4.567 0.874 3.731 -0.58 0.28 0.12 0.084
H 0.739 3.554 0.902 0.09 -0.09 0.03 0.030
H 2.949 -4.141 -1.963 0.06 -0.05 0.01 0.122
H 0.797 1.373 -6.230 0.14 0.08 -0.03 0.071
H 3.096 -4.089 2.386 -0.45 -0.49 0.06 0.087
H -0.859 5.375 -3.091 0.13 -0.48 0.81 0.073
H 1.124 3.657 4.390 0.00 -0.06 -0.06 0.073
H 1.298 4.472 -1.529 -0.56 0.16 -0.26 0.110
H 2.593 -2.790 -3.027 0.29 0.07 -0.17 0.114
H 3.012 -2.757 6.180 0.39 -0.26 -0.23 0.119
H 2.080 0.323 -2.156 -0.22 -0.17 -0.31 0.064
H -0.962 6.652 -1.702 -0.50 -0.64 -0.04 0.078
H 1.664 -0.808 -4.481 -0.02 -0.36 -0.54 0.128
H -0.505 2.035 1.875 -0.01 -0.07 0.38 0.015
H 1.355 7.444 -2.328 -0.39 0.11 0.24 0.130
H 3.774 -2.942 -5.478 -0.12 0.06 -0.16 0.034
H 5.717 0.736 5.054 0.03 0.05 -0.28 0.092
H 4.184 -4.572 -6.067 0.19 0.02 0.13 0.081
H 1.265 0.966 -7.877 0.39 -0.04 0.00 0.075
H 0.509 -4.111 -1.523 0.25 -0.04 0.00 0.085
H 3.121 -6.328 -3.950 -0.13 0.35 -0.37 0.072
H 4.108 -6.001 -2.762 0.29 -0.21 -0.12 0.067
H 2.478 -0.287 5.536 -0.01 0.01 -0.49 0.105
H 2.530 -4.220 -5.578 -0.02 0.16 -0.14 0.081
H -5.653 1.388 0.944 0.07 -0.11 0.13 0.090
H -0.003 1.044 5.541 0.17 0.28 0.20 0.089
H 2.364 -1.777 -7.045 -0.44 0.34 0.18 0.073
H 1.531 5.002 -3.852 0.10 0.02 -0.11 0.070
H 3.675 0.854 -2.667 0.10 0.31 0.29 0.091
H -4.516 3.336 1.830 0.04 -0.21 0.25 0.099
H 2.128 0.808 6.740 -0.16 1.06 -0.07 0.134
H -0.754 7.032 -3.399 -0.21 0.14 0.18 0.075
H 4.013 -4.725 7.265 -0.18 -0.38 0.28 0.080
H -0.438 -4.757 -2.884 0.02 -0.06 0.12 0.091
H 0.466 0.131 4.306 -0.46 0.02 0.05 0.071
H 0.487 -0.208 -6.853 0.29 -0.29 0.11 0.074
H 1.257 -2.482 7.416 -0.31 -0.14 0.51 0.062
H -3.039 3.749 1.744 0.16 -0.29 0.04 0.116
H 2.022 2.847 1.351 -0.06 -0.06 0.05 0.070
H -7.028 -1.969 -2.890 0.24 0.45 -0.03 0.062
H 0.984 -4.059 7.818 -0.01 -0.11 -0.27 0.073
H -6.630 -3.201 -3.759 -0.38 0.07 -0.49 0.067
H -5.576 -1.544 -5.991 0.01 -0.05 -0.01 0.121
H -5.548 -0.082 -5.000 0.09 0.22 -0.30 0.118
H 1.276 7.126 1.481 -0.50 -0.04 -0.16 0.089
H 3.768 -5.202 5.593 0.03 0.19 -0.01 0.070
H 2.246 1.384 3.654 -0.05 -0.07 -0.03 0.127
```
Positions in Å, forces in eV/Å.

## Properties
- frontier orbital gap (eV) = 8.333
- maximum force (eV/Å) = 5.40
- charge = 0
- energy relative to the best compared isomer or geometry (same formula, charge and spin) (eV) = 0.000

---

Formula: C28H74N9O23P3S5
Source: the Open Molecules 2025 dataset
Level of theory: ωB97M-V/def2-TZVPD

XYZ file:
```
142
Properties=species:S:1:pos:R:3:forces:R:3:lowdin_charge:R:1
S 0.650 -0.184 -2.307 -1.39 0.25 1.72 0.595
S -1.567 -3.646 1.890 -2.73 -0.12 0.85 0.560
S 5.022 -0.962 -5.331 -2.42 -1.19 -0.70 0.662
S 5.065 3.720 -2.467 -1.33 1.08 -0.37 0.540
S 3.551 1.539 2.123 -2.03 -3.73 -0.81 0.563
P -2.646 2.416 3.489 1.85 -0.67 1.62 0.453
P -6.305 2.166 -2.223 0.24 -0.47 -0.01 0.494
P 4.516 -3.565 0.555 0.45 0.36 0.49 0.530
O 4.613 1.154 0.981 1.22 -0.14 2.42 -0.208
O -3.190 2.779 2.203 -1.21 0.90 -2.04 -0.258
O 4.476 3.076 -3.834 -0.72 -0.66 1.86 -0.174
O -6.895 0.977 -2.862 0.05 -0.29 -0.63 -0.292
O -2.911 -3.678 2.462 2.02 -0.27 -1.30 -0.239
O 3.418 2.893 2.348 -0.15 3.41 0.01 -0.202
O -1.625 -2.914 0.445 -0.84 -2.78 0.30 -0.213
O 4.981 -2.608 -5.497 -1.26 1.80 -0.46 -0.210
O -0.412 -1.056 -2.635 -0.28 -0.98 -0.44 -0.225
O -0.029 1.295 -2.341 0.80 -1.42 1.48 -0.192
O 4.736 2.613 -1.409 -1.36 -1.50 -0.76 -0.208
O -1.093 -5.155 1.539 -1.95 1.77 -2.50 -0.204
O 6.445 3.817 -2.576 2.58 0.03 -0.51 -0.208
O 5.944 -0.348 -6.187 1.19 0.23 -0.05 -0.189
O 1.856 -0.168 -3.025 1.12 -0.26 -0.80 -0.226
O 4.953 -0.799 -3.925 0.35 0.74 0.02 -0.235
O 5.238 -2.546 1.389 -0.43 -0.30 -0.91 -0.298
O 4.325 4.894 -2.173 -0.53 0.12 0.15 -0.228
O 4.180 0.971 3.483 2.09 -1.36 -2.24 -0.197
O 1.019 -0.411 -0.709 -1.78 2.12 -1.22 -0.201
O 2.370 0.780 1.726 1.23 0.78 0.76 -0.270
O -0.529 -3.018 2.563 1.68 0.97 1.51 -0.225
O 3.557 -0.558 -6.052 0.85 -1.44 0.97 -0.208
N -6.671 2.036 -0.622 -0.78 0.06 -0.54 -0.331
N 5.236 -5.026 0.812 -0.44 -0.87 -0.02 -0.307
N -6.754 3.514 -3.066 0.08 -0.40 0.90 -0.318
N -2.258 0.816 3.535 0.77 -0.26 0.96 -0.305
N -1.174 3.129 3.879 -0.67 -0.58 -0.22 -0.310
N 4.535 -3.513 -1.088 -0.62 -0.26 0.61 -0.293
N 2.861 -3.433 0.731 0.98 0.51 2.34 -0.274
N -4.665 2.398 -2.098 -0.72 0.17 -0.98 -0.309
N -3.617 2.699 4.773 0.06 0.24 0.65 -0.327
C -0.197 2.957 2.825 0.93 0.95 0.44 -0.104
C 5.777 -3.747 -1.753 0.46 0.38 -0.35 -0.088
C -0.002 0.498 -0.032 -0.03 -0.85 -0.36 -0.118
C -2.254 -3.965 -0.396 0.53 -0.21 0.54 -0.112
C -3.991 1.541 -1.177 2.17 0.10 0.21 -0.124
C -6.265 4.849 -2.801 0.59 -0.12 -0.25 -0.122
C -1.157 4.268 4.761 -1.78 -0.12 0.21 -0.098
C -4.553 3.787 4.871 -1.28 -1.17 -1.79 -0.103
C -7.832 1.257 -0.214 0.96 -0.67 -0.50 -0.091
C -6.200 2.938 0.368 -0.15 0.90 1.47 -0.129
C 4.009 1.482 -2.089 0.13 1.07 -0.35 -0.100
C -3.560 1.872 5.943 0.71 -1.37 0.40 -0.108
C -1.884 -5.376 0.228 1.22 0.21 0.87 -0.075
C -7.946 3.436 -3.872 0.54 -0.29 -0.39 -0.103
C 5.820 0.584 1.682 -1.53 0.65 0.37 -0.096
C 5.305 0.007 3.001 -0.76 0.50 1.16 -0.080
C 3.726 -2.936 -6.159 -0.84 1.25 -0.54 -0.134
C 3.425 2.162 -3.375 0.79 -1.51 -0.25 -0.150
C -1.246 0.263 4.486 -0.41 -0.11 -1.35 -0.083
C -3.897 2.760 -3.277 0.45 -0.88 0.04 -0.095
C -2.973 -0.124 2.713 -0.76 -1.40 0.05 -0.103
C 1.774 -4.164 0.154 -1.67 -0.09 0.63 -0.127
C -0.006 1.729 -0.930 1.40 -1.05 -0.19 -0.121
C 6.414 -5.209 1.679 -0.30 0.44 0.02 -0.094
C 2.501 -2.925 2.094 -1.01 -0.73 -0.12 -0.075
C 3.791 -2.394 -1.554 -1.38 0.12 -2.79 -0.133
C 4.364 -6.161 0.432 1.15 -0.22 1.69 -0.099
C 2.687 -1.719 -5.987 1.79 -1.18 0.58 -0.135
H 2.715 -2.466 -1.401 0.25 0.09 0.62 0.060
H -8.013 2.483 -4.394 -0.13 -0.12 0.44 0.081
H 6.140 -0.184 1.023 0.59 -0.64 -0.38 0.103
H -1.982 4.068 5.481 0.84 0.25 -0.06 0.064
H -2.978 2.278 6.806 -0.60 0.11 -0.46 0.100
H -5.526 3.329 5.157 0.28 0.60 -0.23 0.097
H 2.007 -3.722 2.709 0.20 0.52 -0.64 0.094
H -0.733 1.090 4.994 -0.30 -0.46 -0.04 0.086
H -3.368 2.222 -0.556 -0.17 -0.80 0.22 0.084
H -7.071 3.261 1.004 0.82 0.14 -0.55 0.095
H -3.344 -3.928 -0.358 0.20 0.61 -0.11 0.126
H -8.481 1.941 0.292 -0.74 -0.11 0.68 0.069
H 6.478 -2.918 -1.551 0.15 -0.41 -0.20 0.103
H 0.849 -3.623 0.519 0.91 -0.54 -0.85 0.073
H 6.107 0.018 3.763 -0.65 0.15 -0.28 0.137
H 1.807 -2.063 2.018 0.48 -0.46 0.01 0.083
H -3.835 0.328 2.185 0.56 -0.04 0.43 0.083
H 1.718 -4.278 -0.941 0.50 0.33 0.34 0.094
H 2.447 2.608 -3.238 0.12 0.72 0.34 0.120
H -4.344 4.585 5.521 0.77 0.84 1.39 0.060
H 6.172 -4.708 -1.448 0.31 0.01 0.11 0.077
H -1.505 5.190 4.267 0.76 0.12 0.02 0.090
H 1.693 -5.160 0.608 -0.04 -0.10 -0.17 0.077
H -2.326 -0.571 1.951 0.14 0.10 -0.12 0.055
H 0.979 2.164 -0.848 -0.02 0.90 0.51 0.128
H 3.275 1.012 -1.433 0.03 0.70 0.16 0.097
H 1.906 -1.688 -6.754 0.55 0.12 -0.05 0.134
H -8.309 0.800 -1.059 -0.34 0.26 -0.65 0.062
H 3.336 -3.860 -5.740 0.17 -0.01 -0.13 0.126
H -1.245 -6.027 -0.362 0.12 0.34 -0.15 0.121
H -2.921 3.166 -3.011 -0.08 0.47 0.31 0.081
H -5.657 3.798 -0.034 -0.39 -0.01 -0.12 0.082
H -0.304 1.950 2.469 -0.08 -0.34 -0.51 0.037
H 3.738 -5.897 -0.401 -0.07 -0.08 -0.42 0.058
H 0.834 3.012 3.218 -0.38 0.18 -0.06 0.085
H 3.755 -6.477 1.287 -0.37 0.27 -0.01 0.080
H 4.175 -1.466 -1.229 0.30 1.32 0.68 0.074
H -3.295 0.810 -1.678 -0.66 0.51 0.19 0.099
H 6.140 -5.789 2.577 0.19 0.32 -0.15 0.080
H -6.011 5.347 -3.756 -0.24 -0.04 0.35 0.092
H -5.346 4.782 -2.221 -0.02 0.06 0.01 0.068
H 6.746 -4.181 1.938 -0.23 -0.81 0.14 0.072
H -7.528 0.361 0.341 -0.06 0.45 0.71 0.090
H -0.521 -0.307 3.891 0.12 0.09 0.14 0.076
H 3.811 -2.328 -2.650 0.49 -0.24 0.14 0.070
H -6.963 5.455 -2.237 -0.34 0.25 0.05 0.081
H -2.771 -5.919 0.493 -0.41 -0.10 0.20 0.111
H 4.844 -0.981 2.958 0.21 0.25 -0.40 0.085
H -0.228 4.350 5.304 0.36 0.29 -0.06 0.083
H -3.104 0.877 5.737 -0.35 0.92 0.00 0.064
H -0.843 2.346 -0.784 -0.84 1.03 0.30 0.111
H 3.278 1.429 -4.171 0.30 0.08 0.16 0.100
H -4.622 4.244 3.882 -0.34 -0.11 -0.04 0.083
H -5.477 2.491 1.048 0.09 -0.30 0.22 0.054
H -4.586 1.639 6.192 -0.29 0.09 0.70 0.080
H -8.861 3.689 -3.349 -0.26 0.05 0.10 0.085
H -7.705 4.144 -4.619 -0.63 1.05 -1.17 0.063
H -4.453 3.449 -3.898 0.10 0.01 -0.16 0.066
H 4.966 -7.046 0.272 0.28 -0.11 -0.72 0.078
H -3.348 -1.020 3.297 0.25 1.03 -0.33 0.097
H 4.749 0.718 -2.297 0.12 0.18 -0.33 0.098
H -4.708 0.999 -0.586 0.08 -0.18 0.37 0.070
H -1.846 -3.771 -1.381 -0.11 -0.29 -0.13 0.126
H -0.973 -0.002 0.007 0.09 -0.20 -0.44 0.114
H 6.559 1.360 1.898 -0.23 0.04 -0.48 0.136
H 3.954 -2.963 -7.218 -0.06 -0.60 -0.19 0.119
H -1.702 -0.467 5.170 0.04 0.32 0.06 0.080
H 7.285 -5.711 1.203 -0.76 0.11 -0.15 0.082
H 5.572 -3.787 -2.814 0.15 0.05 -0.39 0.076
H -0.304 3.703 2.015 0.03 -0.38 0.15 0.100
H -3.620 1.850 -3.833 -0.34 0.14 -0.24 0.091
H 0.270 0.668 1.014 0.58 0.09 -0.62 0.089
H 3.394 -2.665 2.629 0.28 0.39 0.07 0.046
H 2.226 -1.805 -5.014 -0.18 0.31 0.36 0.094
```
Positions in Å, forces in eV/Å.

## Properties
- frontier orbital gap (eV) = 8.295
- maximum force (eV/Å) = 4.32
- charge = 0